Entry from the Open Molecules 2025 dataset: the molecule C6H10 at a distorted geometry (ωB97M-V/def2-TZVPD).

Last column: Mulliken charge in e.
Positions of all 16 atoms, in Å:
1 C 0.58 -0.75 -2.44  -0.718
2 C -0.34 -0.10 -1.69  -0.396
3 C -0.26 0.13 -0.20  0.658
4 C -1.58 0.48 0.49  -1.277
5 C 0.92 -0.13 0.43  -0.093
6 C 1.01 0.24 1.86  -1.111
7 H 1.14 -1.61 -2.11  0.358
8 H 1.02 -0.20 -3.29  0.205
9 H -1.30 0.33 -2.00  0.299
10 H -1.48 0.60 1.56  0.325
11 H -2.06 1.36 -0.01  0.306
12 H -2.40 -0.21 0.38  0.321
13 H 1.68 -0.79 0.04  0.250
14 H 1.65 -0.54 2.40  0.304
15 H 1.31 1.26 2.15  0.236
16 H 0.12 -0.08 2.44  0.334

## Properties
- energy (eV) = -6380.903
- orbital gap (eV) = 8.415
- net charge = 0
- SMILES = C=C/C(C)=C/C
- LUMO energy (eV) = 0.44

=====

Entry from the Open Molecules 2025 dataset: the molecule C6H10 at a distorted geometry (ωB97M-V/def2-TZVPD).

Last column: Mulliken charge in e.
Positions of all 16 atoms, in Å:
1 C 1.21 -0.25 1.04  -0.384
2 C -0.31 0.41 1.19  -1.139
3 C -1.02 0.00 -0.09  0.308
4 C -1.54 0.52 -1.30  -0.570
5 C 0.00 0.17 -1.27  -0.298
6 C 1.12 -0.70 -0.53  -0.746
7 H 2.02 0.56 1.37  0.224
8 H 1.29 -1.06 1.80  0.280
9 H -0.21 1.32 1.48  0.518
10 H -0.64 0.02 2.25  0.271
11 H -1.35 -1.03 0.23  0.170
12 H -1.95 1.41 -1.51  0.353
13 H -2.35 -0.15 -1.77  0.175
14 H 0.60 1.05 -1.47  0.187
15 H 1.08 -1.80 -0.39  0.334
16 H 2.06 -0.46 -1.02  0.315

## Properties
- energy (eV) = -6378.280
- orbital gap (eV) = 9.291
- net charge = 0
- SMILES = C1C[C@H]2C[C@@H]2C1
- LUMO energy (eV) = 1.19

=====

Entry from the Open Molecules 2025 dataset: the molecule C6H10 at a distorted geometry (ωB97M-V/def2-TZVPD).

Last column: Mulliken charge in e.
Positions of all 16 atoms, in Å:
1 C 0.30 0.57 -3.09  -0.602
2 C -0.23 0.35 -1.85  -0.074
3 C 0.29 -0.68 -0.95  -0.646
4 C 0.53 -0.32 0.56  -0.396
5 C -0.40 -0.28 1.55  0.114
6 C -0.32 0.41 2.83  -1.313
7 H 1.24 -0.08 -3.19  0.213
8 H -0.29 0.92 -4.00  0.265
9 H -1.33 0.53 -1.76  0.258
10 H 1.29 -0.90 -1.30  0.248
11 H -0.34 -1.62 -0.83  0.291
12 H 1.33 0.10 1.11  0.383
13 H -1.35 -0.70 1.19  0.267
14 H 0.22 1.27 2.79  0.422
15 H 0.35 -0.09 3.67  0.259
16 H -1.31 0.52 3.27  0.312

## Properties
- energy (eV) = -6380.891
- orbital gap (eV) = 10.131
- net charge = 0
- SMILES = C=CC/C=C/C
- LUMO energy (eV) = 1.08

=====

Entry from the Open Molecules 2025 dataset: a structure of composition C6H10 at a distorted geometry (ωB97M-V/def2-TZVPD).

Last column: Mulliken charge in e.
Positions of all 16 atoms, in Å:
1 C 3.06 -0.61 -0.76  -1.327
2 C 1.89 0.01 0.13  -0.171
3 C 0.63 -0.17 -0.34  -0.206
4 C -0.55 0.32 0.29  -0.180
5 C -1.78 0.34 -0.23  -0.174
6 C -3.05 0.22 0.54  -1.077
7 H 3.30 -1.58 -0.35  0.323
8 H 3.95 0.02 -0.60  0.188
9 H 2.48 0.60 -0.72  0.343
10 H 1.96 0.12 1.22  0.427
11 H 0.55 -0.63 -1.32  0.359
12 H -0.39 0.83 1.24  0.264
13 H -1.89 0.05 -1.28  0.316
14 H -3.41 -0.81 0.45  0.267
15 H -3.82 0.87 0.12  0.316
16 H -2.93 0.42 1.60  0.335

## Properties
- energy (eV) = -6377.775
- orbital gap (eV) = 6.715
- net charge = 0
- LUMO energy (eV) = -0.57

=====

Entry from the Open Molecules 2025 dataset: the molecule C6H10 (ωB97M-V/def2-TZVPD).

Last column: Mulliken charge in e.
Positions of all 16 atoms, in Å:
1 C -2.07 -0.16 -1.61  0.061
2 C -1.07 -0.16 -0.93  -1.156
3 C 0.06 -0.03 0.01  1.854
4 C 1.38 -0.57 -0.55  -1.494
5 C -0.30 -0.81 1.29  -1.543
6 C 0.21 1.48 0.26  -1.559
7 H -2.95 -0.14 -2.21  0.459
8 H 1.31 -1.64 -0.77  0.382
9 H 2.16 -0.43 0.21  0.341
10 H 1.68 -0.04 -1.46  0.382
11 H -1.23 -0.44 1.73  0.378
12 H -0.44 -1.87 1.04  0.389
13 H 0.50 -0.73 2.03  0.363
14 H 1.02 1.69 0.97  0.371
15 H 0.44 1.98 -0.68  0.390
16 H -0.72 1.91 0.65  0.382

## Properties
- energy (eV) = -6382.499
- orbital gap (eV) = 10.872
- net charge = 0
- SMILES = C#CC(C)(C)C
- LUMO energy (eV) = 0.94

=====

Entry from the Open Molecules 2025 dataset: the molecule C6H10 at a distorted geometry (ωB97M-V/def2-TZVPD).

Last column: Mulliken charge in e.
Positions of all 16 atoms, in Å:
1 C -1.44 0.13 -1.17  -1.054
2 C 0.24 0.37 -0.90  0.614
3 C -0.27 1.47 -0.12  -1.197
4 C 0.91 -0.44 2.09  -0.974
5 C 1.12 -1.13 0.93  0.219
6 C 0.82 -0.82 -0.42  -0.644
7 H -1.89 -0.34 -0.30  0.337
8 H -1.40 -0.63 -1.97  0.363
9 H -2.02 0.97 -1.55  0.349
10 H 0.56 0.68 -1.90  0.298
11 H -0.46 2.42 -0.59  0.400
12 H -0.61 1.36 0.91  0.307
13 H 0.36 0.48 2.19  0.173
14 H 1.33 -0.82 3.01  0.240
15 H 1.66 -2.07 1.05  0.254
16 H 1.06 -1.56 -1.17  0.317

## Properties
- energy (eV) = -6379.282
- orbital gap (alpha / beta) (eV) = 6.331 / 7.953
- net charge = 0
- LUMO energy (alpha / beta) (eV) = -0.20 / 0.79

=====

Entry from the Open Molecules 2025 dataset: the molecule C6H10 (ωB97M-V/def2-TZVPD).

Last column: Mulliken charge in e.
Positions of all 16 atoms, in Å:
1 C 1.24 0.28 1.98  -0.899
2 C 1.45 -0.69 1.09  0.099
3 C 1.08 -0.76 -0.33  -0.266
4 C 0.39 0.11 -1.07  -0.422
5 C -0.72 0.98 -0.61  -0.184
6 C -1.85 -0.11 -0.81  -1.121
7 H 0.60 1.15 1.79  0.178
8 H 1.74 0.26 2.94  0.243
9 H 2.10 -1.50 1.39  0.257
10 H 1.48 -1.62 -0.86  0.284
11 H 0.36 -0.03 -2.15  0.390
12 H -0.86 1.89 -1.22  0.318
13 H -0.68 1.30 0.43  0.139
14 H -2.06 -0.54 0.17  0.294
15 H -1.56 -0.97 -1.43  0.350
16 H -2.73 0.32 -1.27  0.340

## Properties
- energy (eV) = -6382.158
- orbital gap (eV) = 9.255
- net charge = 0
- SMILES = C=C/C=C\CC
- LUMO energy (eV) = 0.96

=====

Entry from the Open Molecules 2025 dataset: the molecule C6H10 (ωB97M-V/def2-TZVPD).

Last column: Mulliken charge in e.
Positions of all 16 atoms, in Å:
1 C -1.01 -1.49 0.64  -0.672
2 C 0.08 -1.56 -0.12  -0.246
3 C 1.25 -0.60 0.02  -0.656
4 C 0.77 0.53 -0.93  -0.545
5 C -0.15 1.59 -0.36  -0.138
6 C -0.73 1.56 0.83  -0.716
7 H -0.96 -1.06 1.63  0.274
8 H -1.98 -1.87 0.32  0.230
9 H 0.05 -2.06 -1.10  0.335
10 H 1.42 -0.31 1.06  0.390
11 H 2.18 -1.03 -0.38  0.259
12 H 0.06 -0.01 -1.54  0.285
13 H 1.53 0.94 -1.61  0.420
14 H -0.49 2.30 -1.11  0.317
15 H -0.39 0.90 1.62  0.242
16 H -1.62 2.16 1.03  0.220

## Properties
- energy (eV) = -6382.085
- orbital gap (eV) = 10.417
- net charge = 0
- SMILES = C=CCCC=C
- LUMO energy (eV) = 1.25

=====

Entry from the Open Molecules 2025 dataset: the molecule C6H10 at a distorted geometry (ωB97M-V/def2-TZVPD).

Last column: Mulliken charge in e.
Positions of all 16 atoms, in Å:
1 C 1.37 0.43 1.01  -1.490
2 C 0.90 -0.17 -0.31  0.072
3 C 0.07 -1.46 -0.16  -0.578
4 C -1.20 -0.68 -0.43  -0.628
5 C -1.29 1.11 0.06  -0.921
6 C -0.38 0.49 -0.90  0.177
7 H 2.33 0.00 1.32  0.389
8 H 1.48 1.52 0.91  0.330
9 H 0.66 0.25 1.82  0.356
10 H 1.74 -0.22 -1.00  0.423
11 H -0.26 -1.74 -1.26  0.238
12 H 0.29 -2.20 0.65  0.319
13 H -2.14 -1.19 -0.54  0.409
14 H -1.11 1.24 1.11  0.231
15 H -2.06 1.78 -0.36  0.282
16 H -0.40 0.84 -1.92  0.389

## Properties
- energy (eV) = -6379.826
- orbital gap (eV) = 8.903
- net charge = 0
- SMILES = C[C@H]1C[C@H]2C[C@H]21
- LUMO energy (eV) = 1.16

=====

Entry from the Open Molecules 2025 dataset: a cluster of 2 separate species, C6H10 in total (ωB97M-V/def2-TZVPD).

Last column: Mulliken charge in e.
Positions of all 16 atoms, in Å:
1 C 1.92 -0.47 0.43  -1.419
2 C 0.87 0.06 -0.55  0.412
3 C 0.16 1.35 -0.21  -0.464
4 C -1.19 1.21 -0.04  -0.356
5 C -1.50 -0.10 -0.32  -0.203
6 C -0.33 -0.90 -0.81  -0.692
7 H 1.47 -0.65 1.41  0.335
8 H 2.73 0.26 0.55  0.384
9 H 2.36 -1.41 0.06  0.353
10 H 1.38 0.28 -1.50  0.272
11 H 0.68 2.30 -0.28  0.402
12 H -2.44 -0.58 -0.06  0.461
13 H -0.38 -1.25 -1.85  0.291
14 H -0.28 -1.81 -0.18  0.274
15 H -2.89 0.58 1.87  0.065
16 H -2.56 1.14 1.48  -0.115

## Properties
- energy (eV) = -6379.136
- orbital gap (alpha / beta) (eV) = 7.752 / 6.973
- net charge = 0
- SMILES = C[C@@H]1C=C=CC1.[H][H]
- LUMO energy (alpha / beta) (eV) = -0.50 / -0.70